<P>
A molecular structure, C35H33AgF8N2OSiTe, computed with ωB97M-V with the def2-TZVPD basis set.

## Properties
- E_LUMO (Ha) = 0.1471
- molar mass (g mol⁻¹) = 913.200
- net charge = -2
- HOMO-LUMO gap (eV) = 6.5235

Positions of all 82 atoms, in Å:
Ag  0.47825  0.71531  0.06050
C  0.26516  0.34760  2.04852
Si  -0.26920  -1.38402  2.45519
C  -1.80445  -1.90600  1.47077
N  -1.67530  -1.84017  0.03076
C  -2.94118  -1.91020  -0.67954
C  -3.46194  -3.33613  -0.88764
C  -2.37230  -4.21332  -1.54795
C  -1.08897  -3.41675  -1.79190
C  -0.64313  -2.75411  -0.49698
C  -0.98301  -1.25033  4.22952
C  -0.48485  -1.97355  5.31487
C  -1.01733  -1.83245  6.59148
C  -2.07049  -0.95809  6.81522
C  -2.58141  -0.22209  5.75372
C  -2.03949  -0.36867  4.48471
C  0.98614  -2.77672  2.55418
C  2.35637  -2.57522  2.39623
C  3.24794  -3.63825  2.48283
C  2.78566  -4.91900  2.74388
C  1.42383  -5.13805  2.92071
C  0.53828  -4.07460  2.82491
H  1.28395  0.57119  2.37204
H  -0.42153  1.06541  2.49242
H  -2.58771  -1.20352  1.77954
H  -2.12810  -2.90341  1.83859
H  -2.82580  -1.42536  -1.64838
H  -3.66809  -1.30791  -0.12972
H  -4.36042  -3.29570  -1.51159
H  -3.76839  -3.76573  0.07062
H  -2.73859  -4.65650  -2.47868
H  -2.12163  -5.04722  -0.88449
H  -1.23578  -2.66070  -2.56843
H  -0.29200  -4.07649  -2.14187
H  0.30069  -2.21682  -0.62120
H  -0.45304  -3.55836  0.23192
H  0.34102  -2.65858  5.15982
H  -0.60390  -2.40557  7.41381
H  -2.48677  -0.84479  7.80963
H  -3.39880  0.47117  5.91648
H  -2.44438  0.22840  3.67290
H  2.73760  -1.59683  2.14157
H  4.29916  -3.45107  2.30378
H  3.47979  -5.75071  2.79440
H  1.05210  -6.13739  3.11963
H  -0.52316  -4.26397  2.95882
F  3.98088  -2.08868  -0.98640
Te  3.48837  -0.16151  -0.67269
F  5.40587  0.60460  -0.95145
F  4.30696  -0.60017  1.00223
F  1.06061  1.14459  -1.87039
F  3.13498  1.53187  0.32951
O  1.81068  -0.78391  0.09443
F  -7.11804  6.35488  1.10505
C  -5.96829  6.86880  0.60331
F  -5.65384  7.90477  1.42039
F  -6.28477  7.41268  -0.58895
C  -4.87835  5.85619  0.51457
C  -4.24934  5.57698  -0.69143
C  -3.23771  4.63502  -0.74247
C  -2.83020  3.94567  0.40738
C  -3.47777  4.24416  1.61674
C  -4.48632  5.18521  1.66977
C  -1.79710  2.96995  0.33818
C  -0.94907  2.10519  0.25339
H  -4.55127  6.09558  -1.59126
H  -2.74475  4.40901  -1.67809
H  -3.16970  3.71976  2.51136
H  -4.97637  5.40238  2.61135
N  -1.54030  0.32612  -2.60198
C  -0.86687  0.33731  -3.53085
C  0.11354  0.31291  -4.57853
C  1.04382  1.34594  -4.65344
C  2.00358  1.32422  -5.65130
C  2.04135  0.27863  -6.56505
C  1.12240  -0.75779  -6.47606
C  0.15765  -0.74540  -5.48162
H  1.02390  2.12102  -3.89976
H  2.73963  2.11583  -5.70162
H  2.80128  0.26156  -7.33667
H  1.16518  -1.58497  -7.17345
H  -0.55416  -1.55509  -5.38744

---

<Q>
A molecular structure, C35H33AgF8N2OSiTe, computed with ωB97M-V with the def2-TZVPD basis set.

## Properties
- E_LUMO (Ha) = 0.1589
- molar mass (g mol⁻¹) = 913.200
- net charge = -2
- HOMO-LUMO gap (eV) = 6.2548

Positions of all 82 atoms, in Å:
Ag  0.03102  -0.83829  -1.21753
C  2.20684  -0.67653  -1.36552
Si  2.71059  0.94434  -0.74126
C  1.52511  2.35693  -1.24724
N  0.12022  2.07721  -0.99947
C  -0.29715  2.10349  0.41177
C  -1.25453  3.25982  0.72214
C  -0.82653  4.52170  -0.02246
C  -0.86947  4.28961  -1.54682
C  -0.80776  2.78411  -1.85378
C  4.36183  1.59995  -1.48683
C  5.51089  1.87671  -0.74231
C  6.69071  2.30219  -1.34406
C  6.75334  2.46620  -2.72010
C  5.62704  2.19369  -3.48692
C  4.45778  1.76572  -2.87389
C  2.99726  1.00831  1.12669
C  3.24014  2.21844  1.78280
C  3.46922  2.27147  3.15075
C  3.45251  1.10082  3.89838
C  3.20721  -0.11088  3.27029
C  2.98659  -0.15283  1.89927
H  2.66805  -1.51291  -0.83346
H  2.42000  -0.78549  -2.43466
H  1.65781  2.45294  -2.33306
H  1.86859  3.32196  -0.82220
H  0.59554  2.20847  1.03210
H  -0.75463  1.15071  0.68769
H  -1.27496  3.42175  1.80217
H  -2.27498  2.99221  0.43090
H  0.19355  4.77694  0.28323
H  -1.45755  5.37093  0.25511
H  -0.02639  4.79770  -2.02380
H  -1.78042  4.71561  -1.98127
H  -0.53166  2.61288  -2.89771
H  -1.79306  2.32817  -1.72085
H  5.48497  1.75453  0.33490
H  7.56441  2.50522  -0.73398
H  7.67098  2.79847  -3.19252
H  5.66284  2.31005  -4.56466
H  3.59632  1.53943  -3.49546
H  3.24524  3.14379  1.21313
H  3.64339  3.22557  3.63619
H  3.60398  1.13715  4.97113
H  3.14433  -1.02316  3.85107
H  2.74567  -1.09867  1.43145
F  0.29256  -2.40149  3.99018
Te  -0.82445  -1.10831  3.16598
F  -1.81587  -1.32511  4.75541
F  -1.95450  -2.51550  2.58433
F  0.01780  0.25158  4.16776
F  -2.20232  0.11306  2.75131
O  0.11910  -0.93192  1.66802
F  -9.18013  -2.03545  1.09346
C  -8.79910  -0.90828  0.43870
F  -9.10587  0.11093  1.27989
F  -9.63717  -0.78980  -0.61516
C  -7.36335  -0.92336  0.04794
C  -6.97844  -0.89810  -1.28594
C  -5.63573  -0.92724  -1.61968
C  -4.64130  -0.98404  -0.63244
C  -5.05181  -1.00391  0.71431
C  -6.39029  -0.97511  1.04577
C  -3.25981  -1.01616  -0.96170
C  -2.05754  -0.98779  -1.18695
H  -7.72915  -0.85503  -2.06405
H  -5.33092  -0.90728  -2.65754
H  -4.28957  -1.03381  1.48242
H  -6.68726  -0.98934  2.08784
N  0.23236  -3.24040  -3.48169
C  0.25570  -3.89832  -2.54000
C  0.40092  -4.77884  -1.40861
C  -0.07239  -4.40255  -0.15238
C  0.12170  -5.26061  0.92229
C  0.77070  -6.47338  0.74331
C  1.24068  -6.84240  -0.50997
C  1.06002  -5.99458  -1.58803
H  -0.55720  -3.44220  -0.01783
H  -0.22429  -4.95745  1.89810
H  0.92162  -7.13219  1.59018
H  1.75769  -7.78479  -0.64489
H  1.43269  -6.25730  -2.56968

---

Computed energies relative to the best structure, in kcal/mol: <P> 16.5; <Q> 0.0